Entry 1:
Below is a 2-piece molecular cluster, C5H15NO overall, with properties calculated with the ωB97M-V functional and the def2-TZVPD basis.

Calculated values
- Molar mass: 105.2 g/mol
- Largest force on an atom: 2.0 eV/A
- Electronic energy: -8965.1885 eV
- Energy above the lowest of the compared OMol25 structures with the same formula, charge and spin: 27.0 kcal per mole
- Total charge: 0
- HOMO level: -8.527 eV

Each line ends with the Mulliken charge.
CARTESIAN COORDINATES (ANGSTROEM)
C: 0.1902 1.4946 0.9324  -1.37
C: -0.6916 1.1576 -0.2512  0.29
C: -2.2000 1.3699 0.0659  -1.17
N: -0.5385 -0.2358 -0.8014  -0.04
C: 0.5884 -0.2749 -1.7195  -0.97
C: -0.4567 -1.3213 0.1777  -0.86
H: 0.1314 2.5394 1.2321  0.41
H: -0.1047 0.9382 1.8236  0.36
H: 1.2379 1.2343 0.7650  0.34
H: -0.5594 1.7757 -1.1348  0.29
H: -2.3537 2.0608 0.9052  0.33
H: -2.6080 0.4406 0.4651  0.27
H: -2.7148 1.7882 -0.7911  0.31
H: 0.3268 0.2525 -2.6361  0.31
H: 0.7912 -1.3090 -1.9969  0.35
H: 1.5217 0.1294 -1.2992  0.32
H: -0.4445 -2.2505 -0.3895  0.38
H: 0.4319 -1.1899 0.8040  0.19
H: -1.3121 -1.3325 0.8451  0.25
O: 3.2764 -2.3522 1.0747  -0.66
H: 2.6623 -1.7264 0.7018  0.34
H: 2.8256 -3.1887 1.2272  0.32

=====

Entry 2:
Below is a 2-piece molecular cluster, C2H8NS overall, with properties calculated with the ωB97M-V functional and the def2-TZVPD basis.

Calculated values
- Molar mass: 78.2 g/mol
- Largest force on an atom: 1.8 eV/A
- Electronic energy: -14529.7153 eV
- Energy above the lowest of the compared OMol25 structures with the same formula, charge and spin: 8.7 kcal per mole
- Total charge: -1
- HOMO level: -2.752 eV

Each line ends with the Mulliken charge.
CARTESIAN COORDINATES (ANGSTROEM)
S: 1.4670 -0.5956 1.9084  -0.86
H: 1.6967 -1.6005 1.0841  -0.06
C: -1.9402 0.0158 -1.9235  -1.12
C: -0.5398 0.0998 -1.2844  -0.01
N: -0.4670 1.2230 -0.3050  -0.63
H: -2.3612 -0.9532 -1.6479  0.29
H: -2.0419 0.2525 -2.9775  0.29
H: -2.5663 0.7261 -1.3749  0.33
H: 0.2420 0.2968 -2.0245  0.24
H: -0.3508 -0.7928 -0.6990  0.18
H: 0.1917 1.9648 -0.5204  0.22
H: 0.0979 0.8203 0.4729  0.13

=====

Entry 3:
Below is an isolated ion of composition C5H11O and charge -1, with properties calculated with the ωB97M-V functional and the def2-TZVPD basis.

Calculated values
- Molar mass: 87.1 g/mol
- Largest force on an atom: 4.0 eV/A
- Electronic energy: -7408.8460 eV
- Energy above the lowest of the compared OMol25 structures with the same formula, charge and spin: 35.8 kcal per mole
- Total charge: -1
- HOMO level: -2.468 eV

Each line ends with the Mulliken charge.
CARTESIAN COORDINATES (ANGSTROEM)
C: 0.9142 -0.9946 -1.2896  -1.57
C: 0.3596 -0.1177 -0.1415  0.60
C: 0.7895 1.3837 -0.4419  -1.43
C: -1.0659 -0.3404 0.1976  -0.72
C: -1.0467 -0.1287 1.7789  -0.24
O: -0.2933 -0.9707 2.4062  -0.79
H: 1.9233 -0.9541 -1.1058  0.47
H: 0.7790 -0.5021 -2.3623  0.22
H: 0.6451 -2.0905 -1.2364  0.37
H: 0.9608 -0.4416 0.6314  0.31
H: 0.0592 1.5979 -1.2589  0.33
H: 0.4863 2.0943 0.3475  0.35
H: 1.7224 1.4630 -0.9337  0.41
H: -1.4902 -1.2987 -0.1191  0.31
H: -1.8476 0.2876 -0.3996  0.24
H: -0.6182 1.0787 1.8418  -0.04
H: -2.2775 -0.0663 2.0853  0.18

=====

Entry 4:
Below is the molecule C5H16SSi2, with properties calculated with the ωB97M-V functional and the def2-TZVPD basis.

Calculated values
- Molar mass: 164.4 g/mol
- Largest force on an atom: 4.3 eV/A
- Electronic energy: -32034.6036 eV
- Energy above the lowest of the compared OMol25 structures with the same formula, charge and spin: 2.0 kcal per mole
- Total charge: 0
- HOMO level: -8.523 eV

Each line ends with the Mulliken charge.
CARTESIAN COORDINATES (ANGSTROEM)
C: 0.6449 -2.0189 1.1706  -1.04
Si: 0.9919 -0.2596 0.4626  0.42
C: 2.7434 -0.2466 -0.3077  -1.10
C: 0.8731 1.0306 1.7739  -0.94
Si: -0.7205 0.1907 -1.0609  0.50
C: -2.1366 -1.0079 -0.8405  -1.05
C: -1.7059 2.2691 -0.6573  -1.07
S: -0.2426 0.4973 -3.2896  -0.42
H: -0.2752 -2.1391 1.7219  0.34
H: 0.5356 -2.5869 0.2550  0.32
H: 1.6405 -2.5188 1.7087  0.25
H: 2.6538 0.4887 -1.1795  0.29
H: 3.4009 0.2550 0.3984  0.33
H: 3.2604 -1.1257 -0.6541  0.35
H: 1.0577 2.0390 1.2684  0.28
H: -0.3067 1.1182 2.1926  0.21
H: 1.6231 1.0366 2.6218  0.37
H: -2.6045 -0.8154 0.1073  0.33
H: -2.9759 -0.8755 -1.6166  0.30
H: -1.7546 -2.0161 -0.8607  0.34
H: -2.7868 1.9747 -0.5743  0.31
H: -1.3936 2.4776 0.4499  0.25
H: -1.5192 3.1310 -1.3080  0.31
H: -1.5458 0.4122 -3.8104  0.11

=====

Entry 5:
Below is C21H31F5HgOP2 as an isolated structure, with properties calculated with the ωB97M-V functional and the def2-TZVPD basis.

Calculated values
- Molar mass: 657.0 g/mol
- Largest force on an atom: 4.2 eV/A
- Electronic energy: -60660.0372 eV
- Energy above the lowest of the compared OMol25 structures with the same formula, charge and spin: 0.0 kcal per mole
- Total charge: 0
- HOMO level: -6.000 eV

Each line ends with the Mulliken charge.
CARTESIAN COORDINATES (ANGSTROEM)
P: 0.5864 -0.7969 -2.3197  0.74
P: 1.5390 1.8989 -0.7036  0.68
C: 1.0940 0.7852 -3.1245  -1.02
C: 2.2272 1.2843 -2.2654  -1.01
H: 0.2271 1.4590 -3.1381  0.39
H: 1.3844 0.6202 -4.1609  0.62
H: 2.8958 0.4506 -1.9918  0.44
H: 2.8268 2.0587 -2.7432  0.44
C: -0.2811 1.9582 -0.5608  -1.29
H: -0.5105 2.3384 0.4567  0.45
H: -0.7674 0.9632 -0.6510  0.21
H: -0.7200 2.6359 -1.3044  0.43
C: 2.3029 3.4431 -0.3433  -1.14
H: 2.1636 4.0916 -1.2160  0.45
H: 3.3761 3.2581 -0.2203  0.37
H: 1.8307 3.8830 0.5502  0.37
C: -0.3827 -1.1667 -3.9368  -1.77
H: -0.7266 -2.2136 -3.9676  0.19
H: 0.3077 -0.9928 -4.7831  0.70
H: -1.2304 -0.4721 -4.0204  0.46
C: 1.8239 -2.0517 -2.8917  -1.52
H: 2.5539 -2.3255 -2.1148  0.31
H: 2.3626 -1.6997 -3.7909  0.40
H: 1.2533 -2.9637 -3.1592  0.49
Hg: 1.8352 0.2319 0.7310  0.77
C: -2.8119 -1.0632 -0.6763  -0.73
C: -2.8372 -1.1269 -2.0237  -0.27
C: -3.3586 -2.2726 -2.8119  -0.81
C: -3.0923 -3.6599 -2.1323  -0.78
C: -1.6654 -4.0930 -2.0709  -0.35
C: -0.7670 -3.6987 -1.1746  -0.62
C: -0.9267 -2.8338 0.0326  0.12
C: -2.2014 -1.9916 0.3232  -0.96
C: 2.7343 -0.3361 2.5844  -1.34
H: -3.3616 -0.2653 -0.1464  0.42
H: -2.5528 -0.2503 -2.6240  0.75
H: -2.8796 -2.2417 -3.8013  0.35
H: -4.4495 -2.1450 -2.9687  0.38
H: -3.5850 -3.6909 -1.1494  0.38
H: -3.5792 -4.3850 -2.8015  0.43
H: -1.2883 -4.7194 -2.8990  0.31
H: 0.2622 -4.0170 -1.3885  0.49
H: -0.0377 -2.1828 -0.0348  -0.27
H: -0.7640 -3.4757 0.9175  0.45
H: -2.9380 -2.6714 0.7884  0.39
H: -1.8979 -1.2616 1.1068  0.43
H: 3.0260 0.4786 3.2512  0.28
H: 3.6365 -0.7568 2.1386  0.49
H: 2.1488 -1.0837 3.1167  0.30
F: -0.6519 3.2365 8.0078  -0.33
C: -0.1146 3.1994 6.7847  0.46
C: 0.7068 4.2151 6.2951  0.30
F: 0.9425 5.3004 7.0581  -0.32
C: 1.2595 4.0898 5.0471  0.15
F: 2.0983 5.0399 4.6089  -0.34
C: 1.0049 2.9880 4.1585  0.11
O: 1.4026 2.9453 2.9670  -0.63
C: 0.1954 1.9553 4.7456  0.32
F: 0.1021 0.7908 4.0734  -0.26
C: -0.4287 2.1159 5.9582  -0.10
F: -1.3027 1.1900 6.4091  -0.33

=====

Entry 6:
Below is the molecule C2H7N5S, with properties calculated with the ωB97M-V functional and the def2-TZVPD basis.

Calculated values
- Molar mass: 133.2 g/mol
- Largest force on an atom: 2.8 eV/A
- Electronic energy: -20471.5949 eV
- Energy above the lowest of the compared OMol25 structures with the same formula, charge and spin: 5.5 kcal per mole
- Total charge: 0
- HOMO level: -9.054 eV

Each line ends with the Mulliken charge.
CARTESIAN COORDINATES (ANGSTROEM)
H: -0.1276 -1.5032 -0.0986  0.34
N: -1.1119 -1.2520 -0.0560  -0.68
C: -1.2197 0.0381 -0.1095  0.45
N: -2.4499 0.6989 -0.0871  -0.41
S: -3.8153 -0.3036 -0.1942  -0.16
N: -0.1347 0.9422 -0.2257  -0.12
C: 1.2365 0.6693 -0.1253  -0.09
N: 1.7570 -0.5001 -0.2621  -0.32
N: 3.1986 -0.3606 -0.0424  -0.66
H: -2.5087 1.3449 0.7075  0.28
H: -3.4074 -1.3341 0.5347  0.16
H: -0.3579 1.9222 -0.0561  0.25
H: 1.8434 1.4923 0.0991  0.44
H: 3.3848 -0.9735 0.7552  0.25
H: 3.7127 -0.8810 -0.8395  0.26